Formula: H26HeO13
Source: the OMol25 dataset
Level of theory: ωB97M-V with the def2-TZVPD basis set

Its HOMO-LUMO gap is 9.56 eV. The spin multiplicity is 1. The calculation puts the energy above the lowest of the compared OMol25 structures with the same formula, charge and spin at 26.93 kcal per mole.

```
40
Properties=species:S:1:pos:R:3:forces:R:3
He 0.339348 0.224765 -0.125809 0.0 -0.1 0.0
O 2.377748 -1.926575 1.911751 0.0 -0.7 -0.3
H 2.260928 -2.384395 2.744211 0.0 -0.2 0.2
H 2.052538 -1.041585 2.076870 -0.2 0.6 -0.1
O -1.792482 -3.680775 1.164270 -0.1 -0.3 0.2
H -2.403912 -3.628045 0.429691 -0.1 -0.1 -0.1
H -0.951122 -3.411065 0.796041 0.5 0.0 -0.5
O 2.950778 3.977805 -0.454199 0.3 0.2 0.0
H 2.051378 3.825925 -0.163939 -0.5 -0.2 0.2
H 3.024228 3.488935 -1.273849 0.1 -0.1 -0.3
O 0.970388 -1.700995 -3.593100 0.4 -0.2 -0.5
H 0.923768 -2.009975 -2.688340 0.0 0.0 0.5
H 0.293618 -1.026615 -3.651570 -0.3 0.1 0.1
O 3.784888 1.412345 0.696430 0.5 -0.2 -0.3
H 3.586628 2.279895 0.343890 0.1 0.5 0.0
H 3.018678 1.186835 1.223970 -0.1 -0.2 0.3
O -2.548002 -1.379355 -1.420389 0.2 0.1 -0.5
H -2.987532 -2.111935 -0.988690 -0.2 0.0 0.0
H -2.624392 -0.654395 -0.800050 -0.2 0.1 0.5
O 0.431328 2.917885 0.919141 0.4 0.1 0.5
H -0.065172 3.650095 1.284620 0.0 0.3 0.2
H -0.204772 2.437225 0.389450 -0.3 -0.2 -0.7
O 0.833838 -2.634715 -0.718220 -0.7 -0.2 -0.3
H 1.116448 -2.371875 0.157720 0.6 0.3 0.6
H 1.226858 -3.497765 -0.848310 0.2 -0.2 -0.1
O -2.912862 0.498795 0.938130 0.0 -0.3 0.1
H -3.284132 0.934875 1.705090 -0.3 0.0 0.3
H -2.320962 1.147085 0.556530 0.3 0.3 -0.4
O -1.501582 -1.471215 2.771090 0.3 0.5 0.7
H -1.500892 -2.258335 2.226410 -0.4 -0.4 -0.1
H -1.879482 -0.792605 2.211710 -0.1 0.2 -0.3
O 1.671398 0.711835 2.275230 -0.1 -0.3 0.4
H 1.737018 0.822765 3.223720 0.1 0.0 0.3
H 1.131328 1.446695 1.984460 -0.4 0.5 -0.4
O -1.341782 2.009985 -1.070420 -0.3 0.2 0.6
H -1.860202 2.693335 -1.495279 -0.1 0.3 -0.1
H -1.167062 1.374685 -1.764749 0.5 -0.5 -0.6
O -1.126732 0.203185 -3.529970 0.0 0.6 0.3
H -1.333012 0.704985 -4.318560 0.1 0.2 -0.4
H -1.977032 0.032275 -3.124990 -0.4 -0.7 0.1
```
Forces are in eV/Å.

Atom charges from the natural (NBO) analysis, given in e for atoms 1 to 5:
1. He 0.002
2. O -0.971
3. H 0.467
4. H 0.494
5. O -0.939